Run one
{
  "formula": "C4H6NO3",
  "method": "the ωB97M-V functional and the def2-TZVPD basis",
  "elements": ["C", "O", "H", "C", "H", "H", "C", "O", "C", "O", "N", "H", "H", "H"],
  "xyz": [[-1.138, -0.201, 0.442], [-2.763, 1.291, -0.725], [3.722, -1.331, 1.700], [3.092, -0.557, 1.214], [1.404, 0.187, 1.066], [-1.425, 0.350, 1.313], [-2.178, 0.249, -0.953], [-2.389, -0.706, -1.673], [-0.455, 0.397, -0.533], [3.677, 0.210, 0.414], [1.830, -0.591, 1.573], [-1.018, -1.272, 0.545], [0.184, -0.214, -1.154], [-0.158, 1.429, -0.439]],
  "mol_weight_g_mol": 116.10,
  "e_homo_ev": -3.85,
  "charge": -1
}

---

Run two
{
  "formula": "C4H6NO3",
  "method": "the ωB97M-V functional and the def2-TZVPD basis",
  "elements": ["C", "O", "H", "H", "O", "C", "C", "C", "H", "O", "H", "H", "N", "H"],
  "xyz": [[-1.672, -0.769, -0.845], [2.291, 0.828, 0.111], [-1.986, 0.259, 0.990], [-2.733, -0.656, -1.089], [-1.547, 1.537, -0.376], [1.401, 0.035, -0.188], [-1.306, 0.322, 0.137], [0.075, 0.010, 0.938], [-1.358, -1.702, -0.367], [1.309, -0.676, -1.172], [0.190, -1.136, 2.528], [0.377, 0.969, 1.440], [-0.094, -1.184, 1.543], [-1.088, -0.680, -1.762]],
  "mol_weight_g_mol": 116.10,
  "e_homo_ev": -4.23,
  "charge": -1
}

---

Run three
{
  "formula": "C4H6NO3",
  "method": "the ωB97M-V functional and the def2-TZVPD basis",
  "elements": ["N", "H", "H", "O", "C", "H", "H", "C", "C", "H", "O", "C", "H", "O"],
  "xyz": [[-2.055, 0.701, -0.774], [-1.549, 0.480, -1.642], [0.552, 1.370, -0.262], [2.749, -0.675, 1.073], [0.796, 0.563, 0.447], [-2.325, -0.398, -0.741], [0.168, -1.475, 0.622], [2.260, 0.056, 0.193], [-1.548, -0.114, 0.267], [-0.063, -0.865, -1.043], [2.709, 0.397, -0.923], [-0.091, -0.604, 0.019], [0.525, 0.892, 1.466], [-2.129, -0.329, 1.298]],
  "mol_weight_g_mol": 116.10,
  "e_homo_ev": -4.26,
  "charge": -1
}

---

Run four
{
  "formula": "C4H6NO3",
  "method": "the ωB97M-V functional and the def2-TZVPD basis",
  "elements": ["C", "C", "H", "C", "H", "H", "O", "O", "O", "H", "N", "C", "H", "H"],
  "xyz": [[0.207, -0.936, -0.413], [1.677, -0.821, -0.773], [-2.090, -0.535, 0.459], [-0.471, 0.445, -0.224], [-0.303, 1.120, -1.071], [-0.261, -1.557, -1.191], [1.360, 1.530, 1.019], [-0.608, 1.260, 2.045], [2.157, -1.532, -1.644], [2.257, 0.017, -0.418], [-1.918, 0.352, 0.003], [0.166, 1.160, 1.080], [-2.181, 1.072, 0.659], [0.007, -1.573, 0.469]],
  "mol_weight_g_mol": 116.10,
  "smiles": "N[C@H](CC=O)C(=O)[O-]",
  "e_homo_ev": -4.15,
  "charge": -1
}

---

Verdict on stability: run two comes out at the bottom.

---

Run one
{
  "formula": "C34H38As2MnN2O6S4",
  "method": "the ωB97M-V functional and the def2-TZVPD basis",
  "elements": ["H", "C", "H", "C", "H", "As", "H", "C", "O", "N", "H", "O", "H", "C", "H", "C", "H", "C", "C", "H", "As", "H", "C", "C", "H", "C", "H", "H", "H", "C", "H", "H", "S", "C", "C", "S", "H", "H", "H", "C", "C", "C", "C", "C", "O", "C", "H", "C", "C", "O", "C", "C", "C", "H", "H", "N", "H", "C", "H", "C", "H", "C", "H", "C", "O", "C", "H", "C", "C", "H", "Mn", "H", "H", "O", "S", "H", "S", "H", "H", "H", "H", "C", "H", "C", "H", "C", "H"],
  "xyz": [[-3.532, 0.574, 2.042], [-6.362, -0.721, 3.371], [2.455, -6.413, -0.139], [6.064, 1.569, -0.526], [-7.435, -0.589, 3.341], [3.375, 1.414, -1.744], [4.646, 2.536, 2.938], [-0.107, -4.607, -1.419], [-2.513, 2.280, 0.550], [-1.575, -1.691, 2.229], [-5.967, 0.849, 1.962], [-1.194, 0.611, -1.050], [-1.163, -3.749, 2.098], [-5.808, -1.689, 4.194], [2.524, 4.528, -0.135], [-2.108, -1.233, 3.520], [1.181, 4.617, 1.021], [-0.501, -6.965, -1.694], [5.033, 2.262, 1.966], [-2.323, -4.051, -0.061], [2.228, 2.326, 1.072], [2.869, 4.697, 1.604], [2.198, 4.261, 0.868], [4.041, 2.612, -3.150], [4.877, -0.266, -2.926], [-0.913, -5.650, -1.862], [7.990, 1.731, 0.398], [-6.443, -2.310, 4.812], [0.992, 2.470, 3.273], [-0.530, -3.171, -1.622], [2.688, 2.898, 3.492], [-1.854, -5.438, -2.357], [1.201, -0.926, -0.376], [-1.933, 2.540, -2.726], [4.175, 2.021, 0.896], [-0.414, 0.647, 1.794], [-1.853, -1.992, 4.262], [-1.403, -3.122, -2.276], [-1.613, -0.302, 3.788], [-0.274, -1.557, 0.204], [6.921, 1.817, 0.537], [2.013, 2.195, 3.012], [-5.539, 0.083, 2.594], [-2.369, 2.692, -4.033], [-0.278, 3.009, -0.112], [-4.163, -0.076, 2.637], [4.059, 3.633, -2.773], [-3.118, 3.808, -4.373], [-2.128, -3.043, 0.297], [0.513, 1.657, -2.205], [4.692, 1.672, -0.338], [6.403, 2.171, 1.775], [3.890, -0.330, -2.472], [-1.124, -7.773, -2.054], [-3.999, -2.609, 4.889], [-0.906, -2.549, -0.345], [3.165, -0.632, -3.227], [-0.830, -0.950, 1.446], [1.728, -4.070, -0.442], [-4.432, -1.859, 4.236], [2.214, 1.183, 3.358], [-2.972, 4.626, -2.113], [1.038, -8.263, -0.962], [1.102, -4.887, -0.788], [-1.911, 4.650, 0.556], [0.710, -7.239, -1.078], [-3.979, 5.651, -3.698], [1.509, -6.200, -0.618], [-3.412, 4.773, -3.422], [3.377, 2.558, -4.010], [0.432, 1.338, -0.241], [-3.471, 3.921, -5.389], [5.044, 2.313, -3.448], [-1.008, 0.194, -3.449], [-1.784, 3.364, -0.044], [6.465, 1.284, -1.491], [-0.891, 1.153, -2.402], [-2.964, -2.392, 0.026], [7.071, 2.384, 2.599], [0.269, -2.586, -2.069], [-2.118, 1.933, -4.762], [-1.939, -3.040, 1.796], [-3.177, 5.362, -1.348], [-2.241, 3.504, -1.760], [-2.873, -3.312, 2.285], [-3.608, -1.052, 3.460], [3.901, -1.062, -1.667]],
  "multiplicity": 4,
  "mol_weight_g_mol": 903.74,
  "s2": 4.164,
  "e_homo_ev": [-13.73, -13.82],
  "charge": 2
}

---

Run two
{
  "formula": "C34H38As2MnN2O6S4",
  "method": "the ωB97M-V functional and the def2-TZVPD basis",
  "elements": ["C", "C", "C", "C", "C", "O", "H", "H", "H", "H", "H", "C", "C", "C", "C", "H", "C", "H", "H", "H", "C", "C", "C", "C", "H", "H", "H", "C", "H", "S", "S", "O", "O", "O", "H", "C", "Mn", "C", "C", "H", "H", "H", "H", "C", "H", "As", "C", "H", "N", "H", "C", "C", "H", "As", "H", "C", "H", "H", "C", "C", "H", "H", "C", "H", "H", "N", "S", "H", "H", "C", "O", "C", "C", "C", "S", "O", "H", "H", "C", "H", "H", "C", "C", "H", "C", "H", "H"],
  "xyz": [[-0.331, -4.150, -3.891], [0.573, 3.823, -2.303], [4.348, 1.117, 1.876], [-0.816, -5.447, -4.015], [-7.319, -1.202, 1.502], [-0.353, 0.697, -1.572], [-2.844, -3.159, 0.985], [-2.511, -3.902, -0.596], [-0.983, -6.289, -0.740], [0.309, -2.614, -2.541], [0.951, -3.409, -0.075], [0.454, 2.684, -3.143], [0.470, 5.093, -2.844], [0.264, 5.256, -4.212], [-4.057, 0.251, 0.245], [-0.107, 3.445, 2.810], [-5.765, -1.148, 3.333], [5.793, 1.522, -0.814], [-0.213, -4.514, 0.662], [3.822, -1.793, 0.574], [-3.109, -1.841, -0.707], [0.969, 3.382, 2.963], [-5.084, -0.362, 1.162], [-1.049, -6.215, -2.885], [-4.483, 0.380, -0.751], [0.547, 5.952, -2.194], [-1.011, -5.858, -4.996], [-2.432, -2.988, -0.012], [-8.301, -1.428, 1.108], [-1.372, 0.807, 1.718], [0.613, 0.985, -2.632], [1.958, 0.981, -1.911], [-0.129, 2.806, 0.020], [0.568, 0.155, -3.786], [3.243, 2.327, 4.848], [-7.031, -1.436, 2.836], [1.350, 1.302, 0.019], [-0.062, -3.792, -0.142], [5.277, 1.887, 4.366], [5.274, -1.147, -0.246], [0.198, 2.003, -5.137], [-1.422, -7.225, -2.982], [5.641, 2.195, 5.337], [3.455, 1.578, 2.833], [1.436, 0.727, 4.710], [1.566, 1.635, 2.441], [4.753, 1.725, -1.073], [-2.717, -1.705, -1.719], [-0.996, -2.659, 0.106], [-0.145, -3.553, -4.773], [0.170, 4.156, -5.030], [-1.726, -0.418, 0.677], [-5.540, -1.332, 4.375], [3.692, 0.682, 0.132], [-4.182, -2.018, -0.762], [0.265, 2.870, -4.498], [-3.816, -0.370, 2.900], [-3.700, 1.217, 0.596], [5.708, 1.029, 2.160], [3.922, 1.965, 4.086], [4.541, 1.415, -2.093], [-0.179, 0.629, 3.937], [0.887, 0.466, 3.805], [6.414, 0.664, 1.423], [1.211, 3.493, 4.021], [-2.888, -0.635, 0.090], [0.814, 3.798, -0.553], [0.028, 4.281, -6.095], [-6.575, -0.481, -0.376], [-4.795, -0.611, 2.503], [2.142, 3.077, -0.260], [-0.639, -1.442, 0.388], [4.183, -1.139, -0.215], [-0.804, -5.686, -1.623], [1.025, -1.027, 0.461], [0.770, 5.118, -0.042], [-7.792, -1.836, 3.491], [3.780, -1.445, -1.179], [-0.078, -3.624, -2.635], [0.180, 6.252, -4.623], [4.524, 2.779, -0.945], [-0.315, -4.393, -1.497], [-6.345, -0.669, 0.667], [1.462, 4.149, 2.370], [6.167, 1.417, 3.409], [1.076, -0.572, 3.539], [7.223, 1.359, 3.634]],
  "multiplicity": 4,
  "mol_weight_g_mol": 903.74,
  "s2": 4.187,
  "e_homo_ev": [-13.41, -13.41],
  "charge": 2
}

---

Verdict on stability: run one comes out at the bottom.

---

Run one
{
  "formula": "CH9N6",
  "method": "the ωB97M-V functional and the def2-TZVPD basis",
  "elements": ["N", "N", "H", "H", "C", "N", "N", "H", "N", "N", "H", "H", "H", "H", "H", "H"],
  "xyz": [[2.895, 0.231, 0.634], [-0.353, 0.113, -0.171], [3.167, 0.951, 1.347], [-3.147, 1.181, 0.746], [-1.628, 0.008, 0.045], [-2.276, -1.190, 0.039], [3.450, 0.123, -0.430], [4.346, 0.613, -0.603], [-2.371, 1.149, 0.094], [0.547, -0.926, -0.670], [-1.817, 2.053, 0.039], [-3.267, -1.418, 0.235], [-1.782, -2.053, -0.031], [1.109, -1.336, 0.073], [1.211, -0.546, -1.321], [-0.083, 1.047, -0.026]],
  "mol_weight_g_mol": 105.12,
  "e_homo_ev": -12.69,
  "charge": 1
}

---

Run two
{
  "formula": "CH9N6",
  "method": "the ωB97M-V functional and the def2-TZVPD basis",
  "elements": ["H", "H", "H", "N", "H", "H", "N", "H", "H", "H", "C", "N", "N", "N", "N", "H"],
  "xyz": [[-0.982, -1.287, -0.301], [1.722, 2.588, -0.623], [1.512, 1.865, 0.914], [1.500, 1.707, -0.108], [-0.495, 0.958, -0.507], [0.206, -2.372, -0.038], [2.098, -0.844, 0.282], [-3.252, 1.289, 0.703], [2.210, -1.767, 0.196], [2.922, -0.260, 0.315], [0.876, -0.500, -0.106], [-2.672, -0.447, -0.210], [0.006, -1.480, -0.300], [0.472, 0.760, -0.316], [-2.587, 0.731, 0.042], [-3.537, -0.941, 0.059]],
  "mol_weight_g_mol": 105.12,
  "e_homo_ev": -13.52,
  "charge": 1
}

---

Verdict on stability: run one comes out at the bottom.

---

Run one
{
  "formula": "C3H9NS2",
  "method": "the ωB97M-V functional and the def2-TZVPD basis",
  "elements": ["H", "H", "S", "H", "N", "H", "C", "H", "H", "C", "H", "C", "H", "S", "H"],
  "xyz": [[-2.542, -0.173, -1.852], [0.953, 2.345, 2.947], [1.587, 1.692, 0.494], [1.079, -0.527, -1.280], [-0.867, 0.030, -0.640], [-2.260, -1.517, -0.611], [0.425, -0.735, -0.437], [-0.461, 0.840, -1.084], [1.742, -0.635, 1.334], [-1.844, -0.811, -1.318], [0.264, -1.712, -0.001], [1.017, -0.003, 0.817], [-1.398, -1.358, -2.166], [2.144, 2.433, 2.320], [0.160, 0.132, 1.475]],
  "mol_weight_g_mol": 123.25,
  "smiles": "CNCCSS",
  "e_homo_ev": -8.67,
  "charge": 0
}

---

Run two
{
  "formula": "C3H9NS2",
  "method": "the ωB97M-V functional and the def2-TZVPD basis",
  "elements": ["C", "C", "H", "H", "H", "H", "H", "S", "H", "H", "N", "H", "S", "H", "C"],
  "xyz": [[-0.207, -0.148, 0.823], [-0.753, 0.076, -0.580], [-0.309, -1.244, 0.999], [1.099, 1.461, 1.539], [0.831, -1.674, 3.028], [-0.310, 0.301, -2.471], [-0.017, -1.127, -2.084], [-1.810, 1.466, -3.251], [-1.049, 0.155, 1.502], [1.613, 0.341, 0.196], [0.164, -0.208, -1.680], [-0.911, 1.129, -0.711], [2.161, -0.471, 2.356], [-1.663, -0.497, -0.858], [1.160, 0.439, 1.191]],
  "mol_weight_g_mol": 123.25,
  "e_homo_ev": -8.87,
  "charge": 0
}

---

Run three
{
  "formula": "C3H9NS2",
  "method": "the ωB97M-V functional and the def2-TZVPD basis",
  "elements": ["H", "H", "H", "N", "C", "C", "H", "H", "S", "H", "C", "H", "H", "H", "S"],
  "xyz": [[0.145, -0.594, 1.747], [-1.306, 1.199, -0.307], [0.327, -0.151, -2.489], [0.607, 0.272, -1.619], [0.120, -0.009, 0.841], [-1.235, 0.689, 0.647], [1.564, 0.598, -1.670], [-1.424, 1.362, 1.501], [-2.657, -0.513, 0.612], [0.270, -1.566, -0.898], [0.616, -0.637, -0.445], [1.742, -0.796, -0.321], [-3.287, -0.162, 1.740], [0.868, 0.789, 0.974], [3.649, -0.482, -0.315]],
  "mol_weight_g_mol": 123.25,
  "e_homo_ev": -9.23,
  "charge": 0
}

---

Verdict on stability: run two comes out at the bottom.

---

Run one
{
  "formula": "C3H9NS2",
  "method": "the ωB97M-V functional and the def2-TZVPD basis",
  "elements": ["S", "H", "C", "N", "H", "C", "H", "H", "H", "C", "H", "H", "H", "H", "S"],
  "xyz": [[-1.968, 2.658, 0.300], [0.571, -2.578, -0.849], [0.521, -1.936, 1.534], [-0.571, -2.639, 0.965], [-1.798, 1.289, 0.707], [-0.484, -2.764, -0.328], [0.099, -1.185, 2.187], [1.249, -2.474, 2.180], [-0.314, 2.507, -2.170], [0.494, 2.736, -1.526], [1.440, 2.259, -1.374], [-1.242, -3.169, -0.933], [1.216, -1.503, 0.914], [0.749, 3.748, -1.932], [0.040, 3.052, 0.325]],
  "mol_weight_g_mol": 123.25,
  "smiles": "C=NC.CSS",
  "e_homo_ev": -9.06,
  "charge": 0
}

---

Run two
{
  "formula": "C3H9NS2",
  "method": "the ωB97M-V functional and the def2-TZVPD basis",
  "elements": ["H", "H", "C", "C", "H", "H", "C", "H", "H", "H", "S", "H", "N", "S", "H"],
  "xyz": [[-1.921, 2.941, 0.952], [-0.500, 3.269, 0.268], [0.686, 0.688, 0.299], [-0.769, 1.055, 0.295], [1.157, 1.654, -0.073], [-1.000, 2.122, -1.519], [-0.922, 2.479, 0.949], [-1.358, 0.382, 0.943], [-0.542, 0.697, -2.000], [-0.757, -2.579, -0.105], [0.923, -0.684, -0.820], [1.280, 0.827, 1.329], [-1.119, 1.129, -1.215], [0.197, -2.140, 0.668], [-0.413, 2.638, 1.888]],
  "mol_weight_g_mol": 123.25,
  "smiles": "C[C@@H](N)CSS",
  "e_homo_ev": -8.80,
  "charge": 0
}

---

Run three
{
  "formula": "C3H9NS2",
  "method": "the ωB97M-V functional and the def2-TZVPD basis",
  "elements": ["C", "H", "H", "H", "H", "H", "H", "H", "S", "C", "H", "C", "S", "H", "N"],
  "xyz": [[1.583, 2.464, 0.448], [-1.186, -1.213, -0.140], [0.233, -4.077, -1.933], [-1.575, -2.644, -1.187], [0.950, -1.911, 0.056], [1.511, 3.491, 0.118], [1.407, 2.423, 1.524], [-2.084, 1.762, 0.764], [-1.040, 1.013, 1.243], [0.910, -3.459, -1.349], [1.965, -3.642, -1.326], [0.350, -2.450, -0.673], [0.263, 1.411, -0.281], [2.493, 1.911, 0.261], [-0.970, -2.050, -0.656]],
  "mol_weight_g_mol": 123.25,
  "smiles": "C=CN.CSS",
  "e_homo_ev": -7.76,
  "charge": 0
}

---

Verdict on stability: run one comes out at the bottom.

---

Run one
{
  "formula": "C3H9NS2",
  "method": "the ωB97M-V functional and the def2-TZVPD basis",
  "elements": ["H", "H", "H", "C", "C", "S", "H", "H", "C", "N", "H", "H", "H", "S", "H"],
  "xyz": [[-1.312, -1.397, -0.789], [-0.402, -0.020, -1.326], [2.082, -1.236, 1.311], [1.058, 1.375, 0.428], [-2.266, 0.384, -0.555], [1.530, 0.033, -0.682], [-2.077, 1.444, -0.746], [1.096, 2.306, -0.144], [1.393, -1.349, 0.469], [-1.243, -0.397, -0.921], [0.041, 1.239, 0.806], [0.370, -1.453, 0.846], [1.752, 1.456, 1.271], [-3.675, -0.126, 0.108], [1.656, -2.260, -0.076]],
  "mol_weight_g_mol": 123.25,
  "smiles": "NC=S.CSC",
  "e_homo_ev": -8.25,
  "charge": 0
}

---

Run two
{
  "formula": "C3H9NS2",
  "method": "the ωB97M-V functional and the def2-TZVPD basis",
  "elements": ["H", "C", "H", "H", "H", "H", "C", "H", "C", "S", "N", "S", "H", "H", "H"],
  "xyz": [[1.096, -0.098, 2.071], [-0.821, -0.108, 2.967], [-1.311, 0.498, 0.264], [0.314, -2.319, 2.064], [-0.282, -0.291, 3.889], [-0.220, 1.634, 0.999], [-0.293, 0.620, 0.623], [0.641, -1.917, 0.587], [0.071, -0.331, 1.742], [0.860, 0.449, -0.772], [-0.052, -1.734, 1.313], [-0.331, 0.382, -2.434], [-0.650, -0.911, -2.418], [-1.111, 0.945, 3.001], [-1.690, -0.763, 2.916]],
  "mol_weight_g_mol": 123.25,
  "smiles": "C[C@@H](N)CSS",
  "e_homo_ev": -9.10,
  "charge": 0
}

---

Verdict on stability: run one comes out at the bottom.